Record 1
A cluster of 2 separate species, C3H5NO2S in total at a distorted geometry. Source: the Open Molecules 2025 dataset; level of theory: ωB97M-V with the def2-TZVPD basis set.

Atoms and positions in Å:
C1 -1.803 0.354 -0.048
C2 -0.648 -0.788 -0.059
C3 2.726 -0.184 0.007
H1 -2.044 2.200 0.083
H2 -2.458 0.157 -0.854
H3 -2.381 0.123 0.988
H4 3.728 -0.693 -0.535
H5 2.926 0.769 1.505
N1 1.736 -0.844 -0.577
O1 -1.257 1.566 -0.373
O2 0.532 -0.213 -0.033
S1 -1.058 -2.446 -0.105

* total energy: -19604.43694 eV
* relative energy (zero: lowest compared OMol25 entry of this formula, charge and spin): 186.20 kcal/mol
* maximum force: 6.31 eV/A
* gap between HOMO and LUMO: 7.500 eV

Atomic partial charges in e from the Löwdin method, atoms 1 to 6: atom 1 (C): -0.31, atom 2 (C): -0.76, atom 3 (C): -0.06, atom 4 (H): 0.20, atom 5 (H): 0.09, atom 6 (H): 0.16


Record 2
The molecule C3H5NO2S2 at a distorted geometry. Source: the Open Molecules 2025 dataset; level of theory: ωB97M-V with the def2-TZVPD basis set.

Atoms and positions in Å:
O1 0.799 -1.705 1.347
C1 1.463 -1.003 0.343
C2 0.555 0.014 -0.387
O2 -0.589 -0.617 -0.881
N1 -1.501 0.445 -1.018
C3 -1.533 1.380 -0.053
S1 -2.712 2.521 0.253
S2 0.030 1.316 0.785
H1 0.587 -1.013 2.005
H2 2.389 -0.464 0.750
H3 1.775 -1.695 -0.411
H4 1.079 0.582 -1.180
H5 -2.341 0.241 -1.554

* total energy: -30445.30607 eV
* relative energy (zero: lowest compared OMol25 entry of this formula, charge and spin): 64.64 kcal/mol
* SMILES: OC[C@H]1ONC(=S)S1
* maximum force: 1.71 eV/A
* gap between HOMO and LUMO: 9.055 eV

Atomic partial charges in e from the Löwdin method, atoms 1 to 6: atom 1 (O): -0.05, atom 2 (C): -0.28, atom 3 (C): -0.56, atom 4 (O): -0.07, atom 5 (N): -0.05, atom 6 (C): -1.15


Record 3
A structure of composition C3H5NO3 at a distorted geometry. Source: the Open Molecules 2025 dataset; level of theory: ωB97M-V with the def2-TZVPD basis set.

Atoms and positions in Å:
O1 -0.486 -1.098 2.062
C1 -0.151 -0.451 1.041
N1 1.212 -1.082 -0.151
C2 0.652 -0.535 -1.348
O2 1.166 0.645 -1.597
O3 -0.286 -0.973 -1.992
C3 -1.126 0.674 0.579
H1 1.502 -1.132 0.824
H2 1.314 0.965 -0.726
H3 -0.440 1.532 0.415
H4 -1.437 0.498 -0.502
H5 -1.920 0.956 1.395

* 2S+1: 2
* total energy: -10821.19181 eV
* total charge: -1
* expectation value of S²: 0.757
* relative energy (zero: lowest compared OMol25 entry of this formula, charge and spin): 67.68 kcal/mol
* maximum force: 4.78 eV/A
* gap between HOMO and LUMO (spin up / spin down): 5.110 / 8.039 eV

Atomic partial charges in e from the Löwdin method, atoms 1 to 6: atom 1 (O): -0.11, atom 2 (C): -0.41, atom 3 (N): 0.04, atom 4 (C): -0.78, atom 5 (O): 0.06, atom 6 (O): 0.00


Record 4
The molecule C3H5NO3 at a distorted geometry. Source: the Open Molecules 2025 dataset; level of theory: ωB97M-V with the def2-TZVPD basis set.

Atoms and positions in Å:
N1 1.335 1.191 0.491
C1 0.329 0.451 0.921
O1 -0.752 0.870 1.343
C2 0.335 -1.034 0.576
O2 -0.848 -1.249 -0.256
C3 -1.117 -0.328 -1.119
O3 -0.278 0.407 -1.713
H1 0.588 0.831 -0.997
H2 1.168 2.178 0.735
H3 1.235 -1.312 0.032
H4 0.156 -1.668 1.444
H5 -2.152 -0.336 -1.457

* total energy: -10822.35798 eV
* relative energy (zero: lowest compared OMol25 entry of this formula, charge and spin): 76.79 kcal/mol
* maximum force: 1.89 eV/A
* gap between HOMO and LUMO: 8.973 eV

Atomic partial charges in e from the Löwdin method, atoms 1 to 6: atom 1 (N): 0.07, atom 2 (C): -0.70, atom 3 (O): 0.00, atom 4 (C): -0.04, atom 5 (O): 0.05, atom 6 (C): -0.21


Record 5
The molecule C3H5NO3 at a distorted geometry. Source: the Open Molecules 2025 dataset; level of theory: ωB97M-V with the def2-TZVPD basis set.

Atoms and positions in Å:
C1 1.118 -1.058 1.157
C2 0.215 -1.052 0.196
C3 -0.711 0.399 0.017
O1 0.055 1.318 0.714
N1 -0.759 0.661 -1.385
O2 -1.493 0.029 -2.093
O3 -0.055 1.641 -1.732
H1 1.826 -1.935 1.410
H2 1.139 -0.219 1.895
H3 -0.096 -1.791 -0.544
H4 -1.853 0.362 0.350
H5 0.615 1.643 0.015

* total energy: -10819.87987 eV
* relative energy (zero: lowest compared OMol25 entry of this formula, charge and spin): 133.93 kcal/mol
* SMILES: C=C[C@@H](O)[N+](=O)[O-]
* maximum force: 4.97 eV/A
* gap between HOMO and LUMO: 10.360 eV

Atomic partial charges in e from the Löwdin method, atoms 1 to 6: atom 1 (C): -0.01, atom 2 (C): -0.05, atom 3 (C): -0.27, atom 4 (O): -0.03, atom 5 (N): -0.38, atom 6 (O): 0.12


Record 6
A cluster of 2 separate species, C3H5NO3 in total at a distorted geometry. Source: the Open Molecules 2025 dataset; level of theory: ωB97M-V with the def2-TZVPD basis set.

Atoms and positions in Å:
C1 0.830 0.205 0.836
C2 0.441 0.592 -0.358
O1 1.237 1.114 -1.363
O2 -0.818 0.404 -0.749
H1 0.159 -0.340 1.474
H2 1.957 -0.012 0.977
H3 2.132 1.217 -1.043
H4 -0.799 0.588 -1.707
N1 -1.124 -3.121 0.277
C3 -0.178 -3.750 -0.067
O3 0.590 -4.504 -0.478
H5 -1.318 -2.494 1.000

* total energy: -10823.56566 eV
* relative energy (zero: lowest compared OMol25 entry of this formula, charge and spin): 48.94 kcal/mol
* SMILES: C=C(O)O.N=C=O
* maximum force: 3.45 eV/A
* gap between HOMO and LUMO: 9.454 eV

Atomic partial charges in e from the Löwdin method, atoms 1 to 6: atom 1 (C): 0.02, atom 2 (C): -0.55, atom 3 (O): 0.07, atom 4 (O): 0.08, atom 5 (H): 0.04, atom 6 (H): 0.10


Record 7
The molecule C3H5NO3. Source: the Open Molecules 2025 dataset; level of theory: ωB97M-V with the def2-TZVPD basis set.

Atoms and positions in Å:
N1 -1.811 -0.718 0.309
C1 -0.513 -0.475 0.663
O1 0.177 -1.257 1.281
C2 0.002 0.926 0.317
O2 1.390 0.869 0.005
C3 1.679 0.122 -1.067
O3 0.864 -0.403 -1.781
H1 -2.192 -0.246 -0.496
H2 -2.101 -1.680 0.421
H3 -0.546 1.384 -0.511
H4 -0.075 1.565 1.201
H5 2.767 0.072 -1.195

* total energy: -10825.00016 eV
* relative energy (zero: lowest compared OMol25 entry of this formula, charge and spin): 15.86 kcal/mol
* SMILES: NC(=O)COC=O
* maximum force: 0.53 eV/A
* gap between HOMO and LUMO: 11.007 eV

Atomic partial charges in e from the Löwdin method, atoms 1 to 6: atom 1 (N): 0.17, atom 2 (C): -0.53, atom 3 (O): 0.08, atom 4 (C): -0.10, atom 5 (O): -0.01, atom 6 (C): -0.33


Record 8
The molecule C3H5NO3 at a distorted geometry. Source: the Open Molecules 2025 dataset; level of theory: ωB97M-V with the def2-TZVPD basis set.

Atoms and positions in Å:
C1 -0.521 2.592 -0.248
O1 -0.638 1.096 0.280
N1 0.120 -0.181 -0.379
O2 0.744 -0.055 -1.437
C2 -0.017 -1.397 0.192
C3 0.576 -2.710 0.517
O3 -0.295 -1.927 1.397
H1 -1.127 3.185 0.478
H2 -1.009 2.612 -1.314
H3 0.442 3.036 -0.504
H4 0.134 -3.654 0.188
H5 1.591 -2.598 0.831

* total energy: -10816.66095 eV
* relative energy (zero: lowest compared OMol25 entry of this formula, charge and spin): 208.16 kcal/mol
* SMILES: CO/[N+]([O-])=C1/CO1
* maximum force: 3.76 eV/A
* gap between HOMO and LUMO: 8.869 eV

Atomic partial charges in e from the Löwdin method, atoms 1 to 6: atom 1 (C): -0.02, atom 2 (O): -0.15, atom 3 (N): -0.15, atom 4 (O): -0.03, atom 5 (C): -0.20, atom 6 (C): 0.03


Record 9
The molecule C3H5NO4 at a distorted geometry. Source: the Open Molecules 2025 dataset; level of theory: ωB97M-V with the def2-TZVPD basis set.

Atoms and positions in Å:
N1 0.304 -0.080 -2.296
C1 0.644 -0.285 -0.995
O1 1.596 -0.984 -0.643
C2 -0.237 0.353 0.003
O2 -1.304 1.141 -0.419
C3 -0.116 -0.053 1.292
O3 -1.148 0.200 2.157
O4 1.005 -0.557 1.888
H1 0.833 -0.533 -3.025
H2 -0.547 0.422 -2.517
H3 -1.860 1.265 0.376
H4 -0.857 -0.216 2.991
H5 1.686 -0.674 1.188

* total energy: -12872.20775 eV
* relative energy (zero: lowest compared OMol25 entry of this formula, charge and spin): 15.39 kcal/mol
* SMILES: NC(=O)C(O)=C(O)O
* maximum force: 1.52 eV/A
* gap between HOMO and LUMO: 8.822 eV

Atomic partial charges in e from the Löwdin method, atoms 1 to 6: atom 1 (N): 0.18, atom 2 (C): -0.47, atom 3 (O): 0.02, atom 4 (C): -0.19, atom 5 (O): 0.03, atom 6 (C): -0.33


Record 10
A cluster of 2 separate species, C3H5NO4 in total at a distorted geometry. Source: the Open Molecules 2025 dataset; level of theory: ωB97M-V with the def2-TZVPD basis set.

Atoms and positions in Å:
C1 -1.973 -0.086 0.359
C2 -0.610 -0.676 0.381
C3 0.448 0.237 -0.114
N1 1.796 -0.256 0.068
O1 2.046 -1.436 0.229
O2 2.648 0.616 -0.059
O3 -1.654 -1.197 -0.453
O4 0.379 1.581 0.061
H1 -2.784 -0.344 1.041
H2 -2.175 0.766 -0.263
H3 -0.135 -1.257 1.075
H4 0.801 0.162 -2.089
H5 1.214 1.891 -0.237

* total energy: -12863.89889 eV
* relative energy (zero: lowest compared OMol25 entry of this formula, charge and spin): 207.00 kcal/mol
* maximum force: 3.70 eV/A
* gap between HOMO and LUMO (spin up / spin down): 8.268 / 8.734 eV

Atomic partial charges in e from the Löwdin method, atoms 1 to 6: atom 1 (C): -0.07, atom 2 (C): -0.20, atom 3 (C): -0.23, atom 4 (N): -0.39, atom 5 (O): 0.10, atom 6 (O): 0.05


Record 11
The molecule C3H5NO4 at a distorted geometry. Source: the Open Molecules 2025 dataset; level of theory: ωB97M-V with the def2-TZVPD basis set.

Atoms and positions in Å:
O1 2.006 -1.218 -0.637
N1 1.769 -0.086 -0.287
O2 2.571 0.706 0.174
C1 0.367 0.417 -0.478
O3 0.371 1.855 0.044
C2 -0.505 -0.544 0.409
C3 -2.018 -0.510 0.227
O4 -1.129 -1.643 -0.161
H1 0.146 0.362 -1.507
H2 1.362 1.934 0.400
H3 -0.027 -0.742 1.405
H4 -2.584 -0.556 1.048
H5 -2.330 0.026 -0.636

* total energy: -12866.92629 eV
* relative energy (zero: lowest compared OMol25 entry of this formula, charge and spin): 137.18 kcal/mol
* SMILES: O=[N+]([O-])[C@H](O)[C@H]1CO1
* maximum force: 6.02 eV/A
* gap between HOMO and LUMO: 10.689 eV

Atomic partial charges in e from the Löwdin method, atoms 1 to 6: atom 1 (O): 0.13, atom 2 (N): -0.36, atom 3 (O): 0.08, atom 4 (C): -0.13, atom 5 (O): -0.07, atom 6 (C): -0.25


Record 12
A cluster of 2 separate species, C3H5NO4S in total at a distorted geometry. Source: the Open Molecules 2025 dataset; level of theory: ωB97M-V with the def2-TZVPD basis set.

Atoms and positions in Å:
C1 -2.379 -2.468 -0.012
C2 -1.575 -1.633 0.276
C3 -0.557 -0.738 0.644
N1 0.375 1.426 -1.913
O1 0.509 1.585 1.098
O2 2.226 -0.047 0.420
O3 1.999 0.483 2.732
O4 0.127 -0.854 1.640
S1 1.415 0.550 1.443
H1 -3.238 -2.986 -0.260
H2 -0.361 0.052 0.018
H3 0.171 1.306 -2.905
H4 0.015 2.185 -1.503
H5 1.273 1.137 -1.677

* total energy: -23703.28726 eV
* relative energy (zero: lowest compared OMol25 entry of this formula, charge and spin): 44.48 kcal/mol
* maximum force: 4.73 eV/A
* gap between HOMO and LUMO: 8.071 eV

Atomic partial charges in e from the Löwdin method, atoms 1 to 6: atom 1 (C): 0.22, atom 2 (C): 0.01, atom 3 (C): -0.19, atom 4 (N): 0.08, atom 5 (O): -0.26, atom 6 (O): -0.26